Computed, not measured: C10H18BiCl2N2S as an isolated structure in a non-equilibrium geometry, with ωB97M-V/def2-TZVPD.

Element x y z (Å)
Bi1 0.5665 -1.2068 0.0617
Cl1 -0.2618 -3.2854 -1.1555
Cl2 1.5359 1.1544 1.1295
C1 2.0519 -0.5102 -1.4365
H1 2.7767 0.2653 -1.1166
H2 2.4730 -1.3170 -2.0314
C2 -0.8394 0.4624 -1.2985
C3 0.5273 0.1124 -1.7960
H3 -1.1053 0.8008 -0.2696
C4 0.5011 -0.6963 -3.1753
H4 0.8191 1.1625 -2.1144
C5 -0.6465 -0.4688 -4.1711
H5 1.4693 -0.5494 -3.6863
H6 0.5016 -1.7696 -2.9521
C6 -1.9547 -0.4041 -3.3464
H7 -0.4858 0.5000 -4.6919
H8 -0.6626 -1.2716 -4.9247
C7 -1.8033 0.7698 -2.3274
H9 -2.7760 -0.1554 -4.0266
H10 -2.1820 -1.3450 -2.8595
H11 -1.5102 1.6353 -2.8971
H12 -2.7517 0.9074 -1.8575
S1 -1.5534 -1.0308 2.3273
C8 -0.5102 -0.3237 3.5029
N1 0.8112 -0.5149 3.7011
C9 1.4484 0.4754 4.5025
C10 0.2501 1.2945 5.0308
N2 -0.8757 0.6691 4.3771
H13 1.3696 -1.0617 3.0078
H14 2.1411 1.0906 3.9180
H15 1.9826 0.0111 5.3400
H16 0.3256 2.3530 4.7615
H17 0.1681 1.1974 6.1191
H18 -1.8005 1.0492 4.3552

Values from the calculation:
Multiplicity ... 1
Relative energy (zero: lowest compared OMol25 entry of this formula, charge and spin) ... 87.4 kcal per mole
Total charge ... -1
Gap between HOMO and LUMO (alpha / beta) ... 5.336 / 5.115 eV
E_tot ... -55360.6759 eV

=====

Computed, not measured: C57H67N12O4PTi as an isolated structure, with ωB97M-V/def2-TZVPD.

Element x y z (Å)
Ti1 -0.5568 -0.1726 -0.7001
C1 -3.8806 3.0947 -0.5716
O1 -3.1304 1.9578 -0.1463
C2 -3.7544 1.1037 0.7065
C3 -4.6894 1.5062 1.6535
C4 -5.3104 0.5660 2.4610
C5 -5.0296 -0.7835 2.3140
C6 -4.1032 -1.1911 1.3670
C7 -3.4426 -0.2559 0.5873
N1 -2.4967 -0.6133 -0.4396
N2 -3.0292 -1.3088 -1.3912
C8 -2.5113 -1.2853 -2.6300
C9 -1.7955 -0.1318 -3.0985
O2 -1.2488 0.7044 -2.2768
C10 -1.7860 0.1440 -4.4957
C11 -2.3074 -0.7454 -5.3744
C12 -2.9269 -1.9672 -4.9579
C13 -3.4393 -2.8784 -5.8954
C14 -4.0638 -4.0281 -5.4753
C15 -4.1913 -4.2903 -4.1074
C16 -3.6887 -3.4127 -3.1718
C17 -3.0535 -2.2367 -3.5839
H1 -4.8626 2.7901 -0.9378
H2 -4.0012 3.8242 0.2283
H3 -3.3103 3.5425 -1.3814
H4 -4.9464 2.5518 1.7504
H5 -6.0379 0.8928 3.1919
H6 -5.5455 -1.5186 2.9162
H7 -3.9205 -2.2429 1.2092
H8 -1.3246 1.0675 -4.8172
H9 -2.2620 -0.5373 -6.4372
H10 -3.3402 -2.6607 -6.9515
H11 -4.4597 -4.7282 -6.1980
H12 -4.6876 -5.1946 -3.7811
H13 -3.7842 -3.6250 -2.1156
C18 -1.5752 -3.4861 1.2083
C19 -0.1966 -2.9342 1.1782
N3 0.2208 -1.8741 0.5009
C20 1.5930 -1.8214 0.6729
C21 1.9927 -2.8283 1.4774
N4 0.8473 -3.5253 1.7985
C22 0.8188 -4.7184 2.6361
N5 1.4465 -5.8316 1.9994
N6 2.8007 -5.8393 1.8667
N7 3.1568 -6.8882 1.2450
C23 2.0311 -7.6294 0.9429
C24 1.9012 -8.8556 0.2845
C25 0.6287 -9.3534 0.1372
C26 -0.4954 -8.6605 0.6329
C27 -0.3833 -7.4533 1.2849
C28 0.9129 -6.9524 1.4271
H14 -2.1587 -3.0119 0.4275
H15 -2.0657 -3.3159 2.1692
H16 -1.5631 -4.5583 1.0081
H17 2.1907 -1.0588 0.2067
H18 2.9611 -3.1426 1.8273
H19 -0.2149 -4.9731 2.8532
H20 1.3326 -4.4971 3.5700
H21 2.7715 -9.3813 -0.0825
H22 0.4770 -10.3010 -0.3606
H23 -1.4755 -9.1002 0.5037
H24 -1.2548 -6.9460 1.6792
C29 2.6673 6.6138 -2.2564
O3 2.3109 5.2503 -2.4963
C30 1.8855 4.9186 -3.7399
C31 1.8007 5.7880 -4.8170
C32 1.3206 5.3236 -6.0327
C33 0.9107 4.0071 -6.1818
C34 0.9966 3.1319 -5.1124
C35 1.5017 3.5799 -3.9016
N8 1.5645 2.7974 -2.7126
C36 1.6071 1.5140 -2.4858
C37 1.8912 0.4324 -3.3668
C38 2.7777 0.5634 -4.4644
C39 3.1522 -0.5278 -5.1961
C40 2.6397 -1.7930 -4.8555
C41 1.7956 -1.9546 -3.7864
C42 1.4094 -0.8496 -3.0047
O4 0.6138 -1.0357 -1.9847
H25 1.8223 7.2750 -2.4512
H26 3.5192 6.9017 -2.8728
H27 2.9429 6.6691 -1.2085
H28 2.1046 6.8194 -4.7174
H29 1.2609 6.0056 -6.8698
H30 0.5260 3.6590 -7.1300
H31 0.6715 2.1086 -5.2235
H32 1.5161 3.3868 -1.8879
H33 1.4316 1.2739 -1.4396
H34 3.1913 1.5349 -4.6955
H35 3.8472 -0.4239 -6.0170
H36 2.9310 -2.6589 -5.4362
H37 1.4126 -2.9279 -3.5103
N9 0.0425 1.0292 0.4442
P1 0.7253 1.4780 1.8242
N10 2.3715 1.3948 1.8166
C43 3.2547 0.3766 2.3897
C44 4.3246 1.0206 3.2623
C45 5.1259 2.0342 2.4486
C46 4.1987 3.0584 1.7997
C47 3.1058 2.3651 0.9952
N11 0.3410 3.0597 2.0377
C48 -0.5228 3.8633 1.1764
C49 -1.7144 4.3971 1.9640
C50 -1.2721 5.1334 3.2252
C51 -0.3613 4.2490 4.0710
C52 0.8126 3.7667 3.2310
N12 0.2234 0.5250 3.0657
C53 0.8027 0.5429 4.4174
C54 0.6799 -0.8548 5.0056
C55 -0.8000 -1.2950 5.0788
C56 -1.7177 -0.2903 4.3826
C57 -1.1968 0.0995 3.0084
H38 3.7558 -0.1491 1.5650
H39 2.6639 -0.3672 2.9170
H40 4.9793 0.2449 3.6631
H41 3.8580 1.5230 4.1152
H42 5.6854 1.5056 1.6694
H43 5.8623 2.5346 3.0774
H44 4.7618 3.7266 1.1452
H45 3.7310 3.6765 2.5708
H46 3.5618 1.8296 0.1491
H47 2.4026 3.0959 0.5898
H48 -0.8542 3.2486 0.3420
H49 0.0636 4.7061 0.7827
H50 -2.3511 3.5473 2.2363
H51 -2.3017 5.0588 1.3247
H52 -2.1384 5.4589 3.8017
H53 -0.7255 6.0394 2.9423
H54 -0.9203 3.3790 4.4333
H55 0.0066 4.7893 4.9447
H56 1.4730 3.1134 3.8025
H57 1.4146 4.6282 2.9136
H58 0.2918 1.2763 5.0496
H59 1.8422 0.8508 4.3639
H60 1.1506 -0.8861 5.9886
H61 1.2459 -1.5317 4.3583
H62 -1.1130 -1.4033 6.1171
H63 -0.9203 -2.2815 4.6211
H64 -1.8330 0.6028 5.0006
H65 -2.7214 -0.6999 4.2562
H66 -1.8182 0.8998 2.5942
H67 -1.2806 -0.7532 2.3306

Values from the calculation:
Multiplicity ... 1
Relative energy (zero: lowest compared OMol25 entry of this formula, charge and spin) ... 0.0 kcal per mole
Total charge ... +2
Gap between HOMO and LUMO ... 7.085 eV
E_tot ... -118663.8104 eV

=====

Computed, not measured: C43H38N2O5P2PbS2 as an isolated structure, with ωB97M-V/def2-TZVPD.

Element x y z (Å)
Pb1 -0.7956 -0.1010 -1.2240
O1 -2.0069 3.0332 -6.0135
C1 -2.9904 3.5904 -5.2861
C2 -3.5044 4.8110 -5.7235
C3 -4.5295 5.4251 -5.0357
C4 -5.0716 4.8380 -3.8939
C5 -4.5547 3.6405 -3.4456
C6 -3.5070 3.0021 -4.1162
C7 -2.9754 1.7323 -3.5825
O2 -3.3753 1.3288 -2.3671
N1 -2.1931 1.0200 -4.3099
N2 -1.6687 -0.1105 -3.6926
C8 -1.2857 -1.0205 -4.5095
C9 -0.6610 -2.2827 -4.1507
C10 -0.0925 -3.0099 -5.2103
C11 0.5102 -4.2310 -5.0258
C12 0.5284 -4.7768 -3.7374
C13 -0.0379 -4.1026 -2.6806
C14 -0.6435 -2.8346 -2.8407
O3 -1.1842 -2.2611 -1.8014
H1 -1.8179 2.1517 -5.6135
H2 -3.0822 5.2483 -6.6184
H3 -4.9203 6.3690 -5.3947
H4 -5.8864 5.3132 -3.3651
H5 -4.9606 3.1644 -2.5637
H6 -1.4287 -0.8355 -5.5770
H7 -0.1351 -2.5782 -6.2048
H8 0.9464 -4.7606 -5.8614
H9 0.9831 -5.7462 -3.5700
H10 -0.0440 -4.5294 -1.6851
O4 1.8634 -0.9369 -0.8827
P1 2.5626 -1.2698 0.3929
C15 2.8593 0.1819 1.4566
P2 1.2995 0.8515 2.1143
O5 0.1508 0.5744 1.2062
C16 1.0542 0.0846 3.7160
C17 -0.1933 -0.5020 3.9208
C18 -0.4544 -1.1485 5.1217
C19 0.5211 -1.2119 6.1055
C20 1.7667 -0.6314 5.8985
C21 2.0351 0.0161 4.7036
C22 1.6018 2.6090 2.3509
C23 1.6298 3.2263 3.5963
C24 1.8237 4.5991 3.6830
C25 1.9814 5.3532 2.5313
C26 1.9409 4.7428 1.2832
C27 1.7497 3.3748 1.1911
C28 4.1844 -1.9920 0.0968
C29 4.1920 -3.1329 -0.7115
C30 5.3905 -3.7481 -1.0293
C31 6.5859 -3.2304 -0.5438
C32 6.5839 -2.0975 0.2526
C33 5.3834 -1.4753 0.5732
C34 1.6892 -2.4451 1.4362
C35 2.2452 -2.8602 2.6469
C36 1.5405 -3.7192 3.4729
C37 0.2809 -4.1665 3.0884
C38 -0.2664 -3.7684 1.8783
C39 0.4384 -2.9100 1.0451
H11 3.3436 0.9465 0.8448
H12 3.5260 -0.0744 2.2816
H13 -0.9358 -0.4660 3.1313
H14 -1.4189 -1.6124 5.2825
H15 0.3161 -1.7198 7.0394
H16 2.5262 -0.6863 6.6676
H17 3.0091 0.4662 4.5435
H18 1.4879 2.6435 4.4967
H19 1.8432 5.0792 4.6525
H20 2.1274 6.4231 2.6034
H21 2.0501 5.3342 0.3839
H22 1.6944 2.8986 0.2181
H23 3.2565 -3.5207 -1.0985
H24 5.3945 -4.6288 -1.6577
H25 7.5227 -3.7115 -0.7932
H26 7.5169 -1.6927 0.6222
H27 5.3958 -0.5854 1.1883
H28 3.2314 -2.5157 2.9408
H29 1.9690 -4.0372 4.4145
H30 -0.2736 -4.8322 3.7379
H31 -1.2455 -4.1175 1.5768
H32 0.0166 -2.6302 0.0869
C40 -4.8906 0.3219 1.8783
C41 -3.8413 0.5900 0.8260
S1 -2.8338 -0.7483 0.4748
C42 -3.8726 1.8403 0.2262
C43 -4.9680 2.8365 0.5630
S2 -2.7468 2.2586 -0.9749
H33 -4.7264 -0.6399 2.3562
H34 -5.8794 0.3143 1.4131
H35 -4.8953 1.1104 2.6322
H36 -5.9641 2.4257 0.3787
H37 -4.8578 3.7340 -0.0431
H38 -4.9337 3.1412 1.6118

Values from the calculation:
Multiplicity ... 1
Relative energy (zero: lowest compared OMol25 entry of this formula, charge and spin) ... 0.9 kcal per mole
Gap between HOMO and LUMO ... 7.251 eV
E_tot ... -103923.9462 eV

=====

Computed, not measured: FH14O7Y as an isolated structure in a non-equilibrium geometry, with ωB97M-V/def2-TZVPD.

Element x y z (Å)
Y1 -0.3302 0.1776 -0.0562
F1 -2.1162 1.3916 -0.1022
O1 0.4758 -1.7584 -1.1462
H1 1.3338 -2.1464 -0.9822
H2 0.2928 -1.9524 -2.0712
O2 -1.2722 -0.2424 2.1848
H3 -1.6042 -1.1324 2.4698
H4 -0.9522 0.0776 3.0138
O3 -0.5912 0.9116 -2.2982
H5 -1.4712 1.2606 -2.4442
H6 -0.0232 1.5156 -2.7512
O4 1.2918 -0.6844 1.4168
H7 1.3588 -1.6094 1.8208
H8 2.1948 -0.3784 1.3568
O5 0.3258 2.0546 1.1578
H9 1.1448 2.1446 1.6758
H10 0.1148 2.9716 1.0418
O6 1.8158 0.7896 -0.8282
H11 2.7328 0.8716 -0.5242
H12 2.0898 0.5816 -1.7782
O7 -2.0722 -1.2664 -0.3872
H13 -1.8192 -2.1274 -0.7922
H14 -2.9202 -1.4494 0.0238

Values from the calculation:
Multiplicity ... 1
Relative energy (zero: lowest compared OMol25 entry of this formula, charge and spin) ... 12.5 kcal per mole
Total charge ... +2
Gap between HOMO and LUMO ... 10.516 eV
E_tot ... -18310.8202 eV

=====

Computed, not measured: a 2-piece molecular cluster, C4HNO2S overall in a non-equilibrium geometry, with ωB97M-V/def2-TZVPD.

Element x y z (Å)
C1 -1.1675 -0.6267 0.1213
C2 0.1382 -0.9775 -0.2386
C3 -2.2844 -0.0233 0.2489
C4 1.6895 0.7290 0.2368
N1 2.1340 0.9483 -0.8517
O1 -3.1011 0.7940 0.2973
O2 1.3389 0.7710 1.3383
S1 -0.5134 -2.2131 0.6561
H1 1.7660 0.5982 -1.8084

Values from the calculation:
Multiplicity ... 1
Relative energy (zero: lowest compared OMol25 entry of this formula, charge and spin) ... 90.3 kcal per mole
Gap between HOMO and LUMO ... 8.102 eV
E_tot ... -20579.0865 eV